1.
Computed, not measured: C32H48BF7IrN6O5P2S3 as an isolated structure at a distorted geometry, with ωB97M-V/def2-TZVPD.

CARTESIAN COORDINATES (ANGSTROEM)
Ir 0.2140 0.0340 0.5578
F 3.0172 4.3641 -0.1453
C 4.1018 3.6275 0.1204
F 5.0287 3.9366 -0.8076
F 4.5882 4.0343 1.3021
C 3.8211 2.1513 0.1190
C 4.8793 1.2771 -0.0077
C 4.6640 -0.0963 0.0539
C 3.3781 -0.5517 0.2233
N 2.3484 0.2888 0.3280
C 2.5399 1.6171 0.3154
S 1.0475 2.3797 0.6187
H 5.8784 1.6710 -0.1426
H 5.4796 -0.7984 -0.0267
H 3.1690 -1.6074 0.3069
F -3.6977 0.9334 1.5917
B -3.0266 2.1770 1.4036
F -1.6584 1.7820 1.0175
F -2.9858 2.9139 2.5463
F -3.5904 2.8488 0.3288
C -2.4940 -1.9786 4.0541
C -2.3050 -0.7512 4.9205
C -2.8216 0.5252 4.2956
O -0.9027 -0.6730 5.2761
P 0.2723 0.2679 4.7554
S 0.1252 2.1315 5.1509
S 0.9697 -0.0684 2.7966
O 1.4840 -0.3793 5.5492
C 1.8320 -1.7530 5.8529
C 1.5602 -2.7331 4.7297
C 1.1438 -2.1540 7.1453
H -3.5160 -2.0232 3.6745
H -2.2861 -2.8906 4.6141
H -1.7950 -1.9415 3.2261
H -2.7988 -0.9128 5.8809
H -2.2590 0.7858 3.3991
H -2.7416 1.3652 4.9814
H -3.8664 0.3958 4.0107
H 2.9078 -1.6886 6.0231
H 0.4956 -2.7917 4.5008
H 1.9033 -3.7203 5.0462
H 2.0866 -2.4515 3.8195
H 0.0678 -2.2335 6.9954
H 1.3332 -1.4155 7.9234
H 1.5273 -3.1203 7.4779
O -0.1982 0.5709 -1.4542
P -0.8190 1.2805 -2.6335
N -0.3883 0.5884 -4.0816
C 1.0321 0.4328 -4.4987
C 1.1064 -0.9308 -5.1905
C -0.3362 -1.1830 -5.6229
C -1.1266 -0.6435 -4.4416
N -2.4466 1.2635 -2.5898
C -3.2589 0.4266 -1.6947
C -4.6912 0.6604 -2.1708
C -4.6309 2.0755 -2.7447
C -3.2941 2.0728 -3.4746
N -0.4307 2.8742 -2.7868
C -0.9273 3.7734 -1.7057
C 0.0218 4.9789 -1.7104
C 0.9038 4.8045 -2.9516
C 0.9188 3.3027 -3.1960
H 1.7130 0.4971 -3.6484
H 1.2790 1.2257 -5.2066
H 1.4170 -1.6898 -4.4797
H 1.8078 -0.9199 -6.0246
H -0.5526 -2.2320 -5.8217
H -0.5720 -0.6002 -6.5161
H -1.1199 -1.3712 -3.6194
H -2.1605 -0.4060 -4.6911
H -3.1443 0.7619 -0.6669
H -2.9683 -0.6276 -1.7782
H -5.4054 0.5626 -1.3551
H -4.9530 -0.0528 -2.9561
H -4.5966 2.7969 -1.9266
H -5.4684 2.3091 -3.4001
H -2.8691 3.0660 -3.6067
H -3.3832 1.6068 -4.4636
H -0.9227 3.2753 -0.7413
H -1.9613 4.0506 -1.9088
H 0.6292 4.9781 -0.8055
H -0.5306 5.9162 -1.7405
H 1.9093 5.1965 -2.8034
H 0.4602 5.3097 -3.8110
H 1.6981 2.8202 -2.5940
H 1.0833 3.0614 -4.2444
O 1.6139 -1.4771 -2.0584
C 1.3477 -2.2083 -1.1411
N 0.6626 -1.8600 0.0317
C 0.5453 -2.9863 0.8546
O -0.1070 -3.0622 1.8688
C 1.2746 -4.1078 0.1955
C 1.4731 -5.4108 0.6004
C 2.1925 -6.2377 -0.2582
C 2.6761 -5.7658 -1.4770
C 2.4541 -4.4510 -1.8777
C 1.7480 -3.6422 -1.0121
H 1.0881 -5.7689 1.5459
H 2.3777 -7.2657 0.0238
H 3.2304 -6.4349 -2.1219
H 2.8172 -4.0738 -2.8248
N -1.6144 -0.8538 0.8568
H -1.4171 -1.6798 1.4229
H -2.0353 -1.1318 -0.0219
H -2.2704 -0.2386 1.3480

- frontier orbital gap (spin up / spin down) (eV) = 6.86 / 5.02
- spin multiplicity = 2
- LUMO energy (spin up / spin down) (eV) = -0.73 / -2.46
- energy (Ha) = -4658.911966



2.
Computed, not measured: C40H29IrN8 as an isolated structure at a distorted geometry, with ωB97M-V/def2-TZVPD.

CARTESIAN COORDINATES (ANGSTROEM)
Ir -9.8527 15.3356 4.6415
C -10.7101 19.0971 2.3935
C -10.4224 17.7517 2.6629
N -10.3606 17.2514 3.9113
C -10.7015 18.0639 4.9266
C -11.0208 19.4449 4.7632
C -10.9937 19.9481 3.4482
C -11.2715 20.1994 5.9402
C -11.2144 19.6222 7.1962
C -11.0049 18.2746 7.3981
C -10.6165 17.5498 6.2505
N -9.8989 16.3916 6.3135
C -9.2303 15.8137 7.3468
C -8.8756 16.5313 8.4934
C -8.5196 15.7724 9.5810
C -8.2310 14.4223 9.4642
C -8.3015 13.7414 8.2327
C -7.8922 12.4176 7.9640
C -7.9979 11.8949 6.6845
C -8.5049 12.7122 5.6510
N -8.9324 13.9540 5.8701
C -8.8193 14.4765 7.1322
H -10.6875 19.4345 1.3632
H -10.2523 17.0351 1.8567
H -11.3042 20.9674 3.2724
H -11.4870 21.2647 5.8815
H -11.4234 20.2907 8.0453
H -10.9994 17.7705 8.3814
H -8.9079 17.6313 8.5129
H -8.3951 16.2294 10.5644
H -7.9732 13.8935 10.3802
H -7.5279 11.8163 8.8043
H -7.7267 10.8597 6.4619
H -8.6106 12.3420 4.6247
C -13.9594 14.7373 2.1704
C -13.5970 13.6743 1.3529
C -12.2594 13.2545 1.2846
C -11.2846 13.8934 2.0939
N -11.6495 14.9380 2.9008
C -12.9415 15.3343 2.9085
C -9.8825 13.5391 2.0882
C -9.3064 12.6582 1.1502
C -7.9003 12.5842 1.0998
C -7.1081 13.3106 1.9692
C -7.7580 14.1422 2.9082
N -9.1342 14.2460 3.0065
C -7.0883 14.9753 3.8209
C -5.6783 14.9770 4.0112
C -5.0557 15.9720 4.7468
C -5.8714 16.9778 5.3048
C -7.2408 16.8993 5.1263
N -7.8956 15.8970 4.4730
H -14.9743 15.1345 2.1924
H -14.3530 13.1609 0.7291
H -11.9696 12.4572 0.5920
H -13.1785 16.1891 3.5519
H -9.9016 11.9963 0.4917
H -7.4234 11.9625 0.3320
H -6.0082 13.1927 1.9102
H -5.0709 14.1814 3.5736
H -3.9834 16.0310 4.8771
H -5.4058 17.8228 5.8461
H -7.8686 17.6886 5.5163
N -12.2808 12.0589 6.1366
C -11.6710 12.8125 5.2090
N -11.5911 14.1147 5.5452
C -12.2655 14.2069 6.7982
C -12.6509 15.2349 7.6161
C -13.2014 14.9990 8.8744
C -13.4272 13.7019 9.3052
C -13.2139 12.6373 8.4216
C -12.6382 12.8922 7.2124
H -12.5070 11.0724 6.0497
H -11.2740 12.3583 4.3059
H -12.5827 16.2498 7.2467
H -13.4512 15.8831 9.4861
H -13.8174 13.4884 10.3033
H -13.4556 11.5946 8.6950

- total charge = +3
- frontier orbital gap (spin up / spin down) (eV) = 3.13 / 2.96
- spin multiplicity = 6
- LUMO energy (spin up / spin down) (eV) = -9.16 / -12.74
- energy (Ha) = -2083.043760



3.
Computed, not measured: C5H5FO2 in the gas phase at a distorted geometry, with ωB97M-V/def2-TZVPD.

CARTESIAN COORDINATES (ANGSTROEM)
O -1.3218 -1.1131 2.3477
C -0.6329 -0.7410 1.3127
C 0.2934 0.2405 0.9745
C 0.1113 0.4451 -0.5043
C 1.1465 1.1806 -1.2328
F 2.0723 1.7197 -0.5195
C -0.8606 -0.5077 -0.8204
O -1.2710 -1.2288 0.2190
H -1.8610 -2.0184 2.1799
H 1.0389 0.7365 1.6297
H 1.5112 0.3319 -1.9135
H 0.7770 1.9210 -1.9159
H -1.0033 -0.9662 -1.7569

- frontier orbital gap (eV) = 8.59
- LUMO energy (eV) = 0.58
- energy (Ha) = -443.782392



4.
Computed, not measured: C8H14Cl2 in the gas phase at a distorted geometry, with ωB97M-V/def2-TZVPD.

CARTESIAN COORDINATES (ANGSTROEM)
C -0.4962 1.7816 -1.2631
C -1.2669 0.5355 -0.7726
C -2.7797 0.3512 -0.9403
C -0.5993 -0.5668 -0.0697
Cl -1.5729 -1.9909 0.2431
C 0.7621 -0.5306 0.5485
C 0.6551 -1.0729 2.0181
C 1.5140 0.8207 0.6850
C 1.6377 -1.5422 -0.2102
Cl 1.5785 -0.9642 -1.9868
H -0.4145 2.5611 -0.4942
H -1.1788 2.1114 -2.0707
H 0.4099 1.4529 -1.7999
H -3.1968 1.3774 -0.7970
H -3.0335 -0.0235 -1.9494
H -3.3304 -0.2083 -0.2887
H 0.4156 -2.1467 2.0305
H 1.7055 -0.9397 2.4660
H -0.0092 -0.4303 2.5253
H 2.2468 0.7969 1.4682
H 1.9128 1.1788 -0.2873
H 0.9046 1.6072 1.1124
H 2.7642 -1.5720 0.0132
H 1.3715 -2.5866 -0.1803

- frontier orbital gap (eV) = 9.11
- LUMO energy (eV) = 0.77
- energy (Ha) = -1233.543624



5.
Computed, not measured: C3H2MgO4 as an isolated structure at a distorted geometry, with ωB97M-V/def2-TZVPD.

CARTESIAN COORDINATES (ANGSTROEM)
C 0.9544 -1.5572 -1.7152
C 0.3693 -0.2115 -1.2046
O -0.8153 -0.1127 -0.9481
O 2.0636 -1.5732 -2.1695
H 0.2480 -2.4100 -1.7601
H 1.1379 0.3888 -0.6401
O -0.5803 1.6130 2.7050
O -1.8339 1.4569 2.2391
C 0.4807 1.6202 3.1541
Mg -2.0244 0.7856 0.3393

- total charge = +2
- frontier orbital gap (eV) = 7.29
- LUMO energy (eV) = -11.03
- energy (Ha) = -615.642507



6.
Computed, not measured: C26H28ClMnN8O4S as an isolated structure, with ωB97M-V/def2-TZVPD.

CARTESIAN COORDINATES (ANGSTROEM)
Mn -1.4151 -0.8923 -1.6212
C 4.0362 -0.6743 -2.3133
N 2.5710 -0.8013 -2.4606
C 1.6503 -1.1205 -1.5745
N 0.4523 -1.1395 -2.1681
C 0.7389 -0.7933 -3.4701
N 2.0020 -0.5816 -3.6756
C 4.4666 0.5248 -1.5008
C 5.3755 1.4609 -2.0108
C 5.8646 2.5040 -1.2252
C 5.4604 2.6357 0.0888
C 4.5261 1.7156 0.5998
C 4.0414 0.6690 -0.2035
C 4.1025 1.7578 1.9498
N 4.6158 2.4247 2.9985
N 3.9907 2.0041 4.0767
C 3.0635 1.1129 3.6826
O 3.1013 0.9557 2.3490
C 2.1535 0.3381 4.4398
C 2.3589 0.1556 5.8168
C 1.5552 -0.7502 6.4908
C 0.5526 -1.4279 5.8122
C 0.2994 -1.1937 4.4478
C -0.8914 -1.8715 3.8058
N -1.1607 -1.3851 2.4463
C -0.7930 -1.8135 1.2495
N -1.3005 -0.9879 0.3231
C -1.9887 -0.0541 1.0573
N -1.9199 -0.2671 2.3364
C 1.1008 -0.3171 3.7687
H 4.4132 -0.6283 -3.3325
H 4.3951 -1.6016 -1.8652
H 1.8466 -1.3586 -0.5454
H -0.0008 -0.7075 -4.2516
H 5.7233 1.3665 -3.0323
H 6.5726 3.2032 -1.6467
H 5.8437 3.4270 0.7187
H 3.3655 -0.0441 0.2436
H 3.1546 0.6864 6.3212
H 1.7118 -0.9341 7.5440
H -0.0660 -2.1294 6.3591
H -1.7966 -1.6156 4.3576
H -0.8059 -2.9579 3.7905
H -0.2020 -2.6986 1.0775
H -2.5247 0.7770 0.6256
H 0.9379 -0.1033 2.7212
C -6.2685 -3.2249 -3.0279
C -5.5800 -2.2605 -2.0723
S -4.4273 -1.1940 -2.9778
O -3.0582 -1.3930 -2.2034
C -4.9262 0.4985 -2.5607
C -4.7098 1.4361 -3.7378
H -6.9513 -3.8466 -2.4512
H -5.5518 -3.8725 -3.5288
H -6.8540 -2.6979 -3.7796
H -4.9550 -2.7676 -1.3354
H -6.2787 -1.6100 -1.5486
H -4.3126 0.7672 -1.6977
H -5.9682 0.4428 -2.2473
H -3.6666 1.4493 -4.0523
H -4.9854 2.4429 -3.4264
H -5.3295 1.1644 -4.5899
Cl -2.6503 3.3317 -0.5181
C -1.1431 3.1643 -1.4572
C -0.6385 1.7495 -1.2982
O 0.3696 1.4429 -0.7165
O -1.5118 0.8566 -1.8166
H -0.4106 3.8605 -1.0614
H -1.3708 3.3911 -2.4960

- total charge = +3
- frontier orbital gap (spin up / spin down) (eV) = 7.01 / 5.84
- spin multiplicity = 4
- LUMO energy (spin up / spin down) (eV) = -9.60 / -11.35
- energy (Ha) = -3754.969902



7.
Computed, not measured: C44H35As2CoF5IN3O as an isolated structure, with ωB97M-V/def2-TZVPD.

CARTESIAN COORDINATES (ANGSTROEM)
Co 0.0946 -0.2552 -0.1586
C -2.7415 -1.1847 4.5510
C -1.4068 -1.4121 4.8649
C -0.3980 -1.1078 3.9661
C -0.7057 -0.5552 2.7134
C -2.0493 -0.3066 2.4161
C -3.0505 -0.6251 3.3189
N 0.2704 -0.3146 1.7387
N 1.5334 -0.4208 2.1923
C 2.4186 -0.3712 1.1922
C 3.7753 -0.5863 1.4579
C 4.6371 -0.8700 0.3674
C 4.2017 -0.7779 -0.9084
C 2.8350 -0.2355 -1.2294
N 1.9212 -0.2874 -0.0920
H -3.5241 -1.4334 5.2560
H -1.1448 -1.8400 5.8255
H 0.6373 -1.2916 4.2123
H -2.3081 0.1387 1.4640
H -4.0822 -0.4188 3.0586
H 4.0965 -0.6638 2.4856
H 5.6503 -1.2005 0.5669
H 4.8462 -1.0331 -1.7415
H 3.5657 0.9210 -2.8147
C -1.6287 2.4951 -0.6697
C -1.3170 2.1390 -2.1189
As 0.0639 0.7524 -2.3035
C 1.7018 1.7578 -2.4210
C 1.7408 3.0504 -2.8662
C 2.8443 3.8762 -2.5796
C 3.7978 3.4535 -1.6162
C 3.8162 2.1680 -1.1895
C 2.9759 1.1527 -1.8989
C -0.2617 0.1579 -4.1185
C -1.4626 -0.4807 -4.4189
C -1.7023 -0.9476 -5.7027
C -0.7393 -0.7917 -6.6907
C 0.4626 -0.1673 -6.3915
C 0.7026 0.3074 -5.1086
As -0.0783 3.0531 0.4334
C -0.1546 4.9882 0.0858
C 1.0513 5.6526 -0.1090
C 1.0804 7.0193 -0.3628
C -0.1031 7.7369 -0.4231
C -1.3139 7.0862 -0.2210
C -1.3375 5.7231 0.0318
C -0.9727 2.9875 2.1667
C -0.2116 2.5135 3.2319
C -0.7682 2.3849 4.4961
C -2.0943 2.7328 4.7099
C -2.8626 3.1995 3.6538
C -2.3068 3.3163 2.3875
H -2.0467 1.6220 -0.1606
H -2.3952 3.2721 -0.6486
H -1.0183 3.0080 -2.7052
H -2.2117 1.7256 -2.5895
H 0.8889 3.4890 -3.3741
H 2.8657 4.8903 -2.9557
H 4.4806 4.1803 -1.1925
H 4.5043 1.8308 -0.4243
H 2.4030 -0.8648 -2.0211
H -2.2113 -0.6287 -3.6482
H -2.6402 -1.4384 -5.9296
H -0.9256 -1.1580 -7.6921
H 1.2164 -0.0442 -7.1588
H 1.6355 0.8111 -4.8865
H 1.9783 5.0957 -0.0543
H 2.0289 7.5211 -0.5101
H -0.0853 8.8010 -0.6219
H -2.2416 7.6441 -0.2567
H -2.2900 5.2378 0.1993
H 0.8123 2.2006 3.0624
H -0.1704 1.9943 5.3098
H -2.5341 2.6219 5.6930
H -3.9043 3.4515 3.8100
H -2.9365 3.6454 1.5693
F -4.8550 -4.9875 1.6484
C -4.0510 -4.0417 1.1608
C -4.5474 -3.0683 0.2946
F -5.8364 -3.0989 -0.0286
C -3.7354 -2.0926 -0.2308
F -4.2697 -1.1787 -1.0438
C -2.3533 -1.9782 0.0739
O -1.6582 -1.0298 -0.4370
C -1.9353 -3.0128 0.9152
F -0.5808 -3.0244 1.4080
C -2.7160 -4.0117 1.4774
F -2.1766 -4.9082 2.2955
I 0.9843 -5.2373 0.2416
C 0.6444 -3.2211 0.4094
H 0.2610 -2.7504 -0.4872
H 1.3933 -2.6611 0.9600

- frontier orbital gap (spin up / spin down) (eV) = 5.23 / 5.79
- spin multiplicity = 4
- LUMO energy (spin up / spin down) (eV) = -0.73 / -0.73
- energy (Ha) = -8588.233141



8.
Computed, not measured: C20H35Ge2NSe3TeTi as an isolated structure at a distorted geometry, with ωB97M-V/def2-TZVPD.

CARTESIAN COORDINATES (ANGSTROEM)
Ti -1.6118 -2.1128 -0.2412
C 3.1457 -1.9813 -3.0063
C 1.7158 -2.4309 -2.7345
Ge 0.8884 -1.8440 -0.9454
C 2.0428 -2.7215 0.5016
C 3.5086 -2.3117 0.5995
C 1.5458 0.0298 -0.8295
C 0.7076 1.0634 -0.6948
Ge -1.2488 0.4717 -0.7815
C -1.8223 1.0404 -2.6902
C -1.8257 2.4888 -3.1728
C -2.4605 1.5105 0.5334
C -2.4461 3.0115 0.8069
C 1.1872 2.4516 -0.6031
C 0.3013 3.5106 -0.8090
C 0.7068 4.8315 -0.7594
C 2.0306 5.1429 -0.4896
C 2.9296 4.1098 -0.2664
C 2.5168 2.7900 -0.3171
H 3.4614 -2.2253 -4.0276
H 3.8415 -2.4666 -2.3232
H 3.2442 -0.9035 -2.8759
H 1.6506 -3.5214 -2.8006
H 1.0610 -2.0318 -3.5155
H 1.9641 -3.8081 0.4013
H 1.5298 -2.4574 1.4295
H 4.0853 -2.7228 -0.2296
H 3.9684 -2.6665 1.5293
H 3.6094 -1.2260 0.5730
H 2.6228 0.1982 -0.8975
H -2.8368 0.6444 -2.7976
H -1.1925 0.4403 -3.3567
H -2.4321 3.1130 -2.5119
H -2.2558 2.5601 -4.1797
H -0.8162 2.8995 -3.2136
H -2.2678 0.9826 1.4706
H -3.4693 1.2091 0.2312
H -1.4673 3.3378 1.1587
H -3.1803 3.2686 1.5799
H -2.7006 3.5853 -0.0869
H -0.7233 3.2610 -1.0153
H -0.0139 5.6243 -0.9257
H 2.3568 6.1755 -0.4437
H 3.9673 4.3376 -0.0454
H 3.2412 2.0082 -0.1282
Se -4.1538 -1.8724 -0.3740
Se -3.0981 -2.2507 -2.3789
Te -2.8519 -4.8522 0.7096
Se -0.8769 -4.4497 -0.7736
C -2.7410 -1.6621 3.3212
C -1.2867 -1.8191 2.8323
C -0.6941 -3.1086 3.4461
C -0.4462 -0.6244 3.3331
N -1.2539 -1.8703 1.4163
H -2.8092 -1.7504 4.4096
H -3.3469 -2.4430 2.8565
H -3.1379 -0.6926 3.0144
H -0.5073 -2.9830 4.5167
H 0.2426 -3.3539 2.9450
H -1.3839 -3.9372 3.2920
H -0.4468 -0.5741 4.4263
H -0.8472 0.3071 2.9321
H 0.5794 -0.7299 2.9756

- total charge = -2
- frontier orbital gap (spin up / spin down) (eV) = 5.00 / 4.44
- LUMO energy (spin up / spin down) (eV) = 4.11 / 3.84
- energy (Ha) = -13313.502301



9.
Computed, not measured: C3H4ClFO in the gas phase at a distorted geometry, with ωB97M-V/def2-TZVPD.

CARTESIAN COORDINATES (ANGSTROEM)
O 1.8866 -0.8181 -0.4658
C 0.7441 -1.1302 -0.4809
C -0.3885 -0.3297 0.2011
Cl -1.9789 -0.5115 -0.4958
C -0.0773 1.1223 0.2539
F 0.0773 1.7145 -0.9431
H 0.2630 -2.1042 -0.8860
H -0.4194 -0.8158 1.1712
H 0.8646 1.2528 0.8746
H -0.9715 1.6199 0.7709

- frontier orbital gap (eV) = 10.95
- LUMO energy (eV) = 0.61
- energy (Ha) = -751.976791